{
  "formula": "C2H3F3O",
  "method": "ωB97M-V/def2-TZVPD",
  "smiles": "C=C(F)F.OF",
  "fmax_ev_per_a": 4.3,
  "gap_ha": 0.417,
  "relative_energy_ev": 4.983,
  "lumo_ev": 0.681,
  "homo_ev": -10.67,
  "symbols": ["H", "F", "C", "O", "H", "F", "C", "F", "H"],
  "coordinates": [[-2.3870, 0.4410, -0.2153], [2.0393, -1.3649, -1.9549], [-0.4856, 0.2508, 0.7349], [2.5737, -0.1422, -1.4897], [1.9011, 0.0534, -0.8021], [0.2394, 0.9620, -0.1971], [-1.8155, 0.0508, 0.7000], [0.3238, 0.1023, 1.7667], [-2.3892, -0.3532, 1.4575]]
}